Record 1
A cluster of 2 separate species, C4H3I in total in a non-equilibrium geometry, computed with ωB97M-V/def2-TZVPD.

Element x y z (Å)
C -0.776 -0.345 -0.020
C 0.299 0.364 0.040
C -1.972 -0.852 -0.029
C 1.333 1.092 0.146
I 4.051 -0.247 -0.025
H -2.703 -0.104 -0.227
H -2.201 -1.855 0.016
H 1.968 1.947 0.099

HOMO-LUMO gap ... 0.224 Eh
Highest occupied orbital energy ... -8.613 eV
Multiplicity ... 1
Energy relative to the best compared isomer or geometry (same formula, charge and spin) ... 232.9 kJ/mol



Record 2
A structure of composition C11H18ClF6NO8S2Sr in a non-equilibrium geometry, computed with ωB97M-V/def2-TZVPD.

Element x y z (Å)
Sr 0.371 -0.549 -1.096
C 1.636 -1.524 2.091
C 0.257 -1.922 2.626
O -0.647 -1.729 1.569
C -1.906 -2.331 1.718
C -2.596 -2.201 0.361
O -2.311 -0.983 -0.307
C -2.893 0.194 0.222
C -2.088 0.840 1.345
O -0.739 1.007 0.946
C 0.127 1.315 2.021
C 1.533 0.877 1.639
O 1.589 -0.449 1.166
H 2.033 -2.363 1.521
H 2.316 -1.284 2.915
H -0.040 -1.329 3.503
H 0.291 -2.977 2.920
H -2.479 -1.847 2.522
H -1.801 -3.394 1.955
H -3.679 -2.321 0.476
H -2.209 -2.978 -0.296
H -3.903 -0.012 0.596
H -2.969 0.887 -0.613
H -2.121 0.218 2.244
H -2.538 1.811 1.584
H -0.201 0.800 2.930
H 0.120 2.394 2.221
H 2.234 1.043 2.464
H 1.878 1.489 0.802
F 2.596 2.539 -4.430
C 3.318 1.928 -3.503
F 3.933 2.845 -2.749
F 4.225 1.158 -4.100
S 2.316 0.877 -2.385
O 3.212 0.443 -1.356
O 1.706 -0.150 -3.177
N 1.189 1.745 -1.712
S -0.164 2.000 -2.478
O -0.026 2.335 -3.849
O -1.128 0.998 -2.114
C -0.727 3.547 -1.620
F -1.392 3.294 -0.495
F -1.540 4.200 -2.445
F 0.321 4.316 -1.336
Cl 0.217 -4.286 0.209
C 0.682 -3.235 -1.181
H 0.246 -3.769 -2.035
H 1.753 -3.466 -1.287

HOMO-LUMO gap ... 0.265 Eh
Highest occupied orbital energy ... -6.913 eV
Multiplicity ... 1
Energy relative to the best compared isomer or geometry (same formula, charge and spin) ... 144.4 kJ/mol



Record 3
A structure of composition C25H43Cl2F5IrN3O4Si in a non-equilibrium geometry, computed with ωB97M-V/def2-TZVPD.

Element x y z (Å)
C -0.098 -3.288 -2.275
C 1.371 -3.094 -2.202
H -0.515 -2.899 -3.209
H -0.589 -2.820 -1.415
H -0.346 -4.359 -2.265
C 2.205 -3.633 -3.116
C 1.787 -4.108 -4.468
H 3.241 -3.875 -2.859
H 1.084 -3.409 -4.962
H 1.335 -5.118 -4.459
H 2.678 -4.183 -5.110
Ir -0.900 -0.870 1.376
Cl 0.688 -2.381 1.860
C 0.743 0.799 3.224
O -0.146 0.863 2.300
N 1.275 1.945 3.647
C 0.820 3.172 3.003
C 2.181 2.029 4.782
H 1.054 -0.148 3.676
H -0.259 3.329 3.173
H 1.011 3.156 1.914
H 1.377 3.991 3.463
H 1.789 1.440 5.619
H 2.253 3.074 5.070
H 3.179 1.658 4.532
H -3.026 3.138 3.412
H -5.350 1.996 3.682
C -3.150 3.008 2.325
C -5.352 1.937 2.581
N -3.991 1.850 2.073
H -2.190 2.878 1.836
C -3.500 0.690 1.612
O -2.296 0.562 1.239
H -5.948 1.072 2.276
H -4.238 -0.124 1.545
H -3.666 3.900 1.947
H -5.822 2.855 2.205
H -5.634 0.836 -2.309
H -2.715 0.467 -3.000
C -5.360 1.793 -2.786
C -2.978 1.453 -3.400
N -3.969 2.125 -2.576
H -5.953 2.597 -2.327
C -3.607 2.695 -1.389
O -2.529 2.560 -0.834
H -2.074 2.063 -3.452
H -4.413 3.330 -0.960
H -5.573 1.719 -3.856
H -3.405 1.326 -4.401
O 1.122 -1.158 -0.655
C 1.871 -2.369 -0.956
C 4.194 -1.827 -1.931
C 3.399 -2.201 -0.848
H 3.722 -1.756 -2.919
C 5.575 -1.635 -1.774
H 1.565 -2.999 -0.111
C 4.013 -2.448 0.391
H 6.168 -1.313 -2.636
C 6.170 -1.821 -0.525
C 5.389 -2.260 0.546
H 3.390 -2.805 1.217
H 7.236 -1.629 -0.379
H 5.854 -2.478 1.509
Si 1.612 0.395 -1.455
Cl 0.798 -0.101 -3.269
C 3.192 1.056 -2.438
C 2.817 0.841 0.051
C 0.460 1.843 -0.992
H 4.082 1.276 -1.854
H 2.836 2.010 -2.857
H 3.480 0.386 -3.238
H -0.165 2.147 -1.840
H 1.042 2.711 -0.647
H -0.210 1.560 -0.172
H 3.657 0.136 0.069
H 2.334 0.824 1.037
H 3.217 1.842 -0.100
F -1.291 -2.311 3.966
C -1.999 -1.635 2.989
F -2.681 -0.641 3.703
C -3.071 -2.651 2.460
F -3.810 -2.231 1.389
F -2.486 -3.815 2.094
F -3.961 -2.942 3.435

HOMO-LUMO gap (alpha / beta) ... 0.188 / 0.184 Eh
Highest occupied orbital energy (alpha / beta) ... -4.811 / -7.407 eV
Multiplicity ... 5
Energy relative to the best compared isomer or geometry (same formula, charge and spin) ... 95.3 kJ/mol



Record 4
A cluster of 2 separate species, C2H6N4S in total in a non-equilibrium geometry, computed with ωB97M-V/def2-TZVPD.

Element x y z (Å)
C 1.038 -0.383 0.420
C 1.572 0.968 0.291
N -2.596 -0.848 1.470
N 0.199 -0.939 -0.419
N -0.513 -0.323 -1.281
N -2.849 -0.260 0.547
S -3.166 0.516 -0.696
H 1.596 -1.153 0.951
H 1.342 1.132 -0.726
H 2.536 1.092 0.634
H 0.918 1.600 0.911
H -0.063 -1.907 -0.456
H -0.012 0.506 -1.645

HOMO-LUMO gap (alpha / beta) ... 0.309 / 0.309 Eh
Highest occupied orbital energy (alpha / beta) ... -7.467 / -7.465 eV
Multiplicity ... 1
Energy relative to the best compared isomer or geometry (same formula, charge and spin) ... 416.2 kJ/mol



Record 5
A cluster of 9 separate species, C25H45BrO10 in total in a non-equilibrium geometry, computed with ωB97M-V/def2-TZVPD.

Element x y z (Å)
C 4.304 -1.359 1.069
C 4.477 -0.262 2.123
C 3.513 0.943 1.970
C 2.093 0.620 1.533
C 1.586 1.361 0.484
C 0.322 1.226 -0.015
C -0.522 0.301 0.570
C -0.036 -0.477 1.609
C 1.249 -0.331 2.091
Br 1.822 -1.403 3.563
C -1.017 -1.490 2.174
O -0.675 -2.619 2.478
C -2.442 -1.011 2.285
C -3.224 -1.376 3.347
C -4.508 -0.877 3.407
C -4.977 -0.041 2.419
C -4.189 0.291 1.344
C -2.905 -0.194 1.276
C -1.963 0.113 0.140
O -2.371 0.223 -1.001
H 4.298 -0.953 0.053
H 3.449 -2.006 1.279
H 5.189 -2.001 1.137
H 4.444 -0.637 3.148
H 5.492 0.140 2.007
H 3.483 1.532 2.895
H 3.946 1.583 1.194
H 2.224 2.104 0.012
H -0.006 1.843 -0.845
H -2.822 -2.042 4.105
H -5.163 -1.116 4.239
H -5.998 0.311 2.527
H -4.582 0.955 0.580
C -1.846 -2.061 -4.083
O -2.923 -1.167 -4.329
H -1.423 -2.366 -5.037
H -1.076 -1.556 -3.492
H -2.204 -2.946 -3.550
H -3.277 -0.912 -3.472
C -6.208 -1.827 -5.199
O -6.133 -0.654 -5.998
H -7.254 -2.032 -4.980
H -5.781 -2.677 -5.739
H -5.667 -1.675 -4.262
H -5.202 -0.494 -6.178
C 8.186 -1.165 -0.677
O 7.419 -0.919 0.491
H 7.654 -0.748 -1.529
H 9.167 -0.686 -0.599
H 8.317 -2.240 -0.827
H 7.905 -1.295 1.236
C 9.099 -3.876 2.907
O 9.163 -2.683 2.127
H 8.053 -4.109 3.085
H 9.565 -4.705 2.370
H 9.602 -3.729 3.865
H 10.091 -2.485 1.975
C -2.713 4.286 0.321
O -1.815 3.986 -0.753
H -2.689 5.357 0.505
H -3.728 3.989 0.046
H -2.405 3.757 1.222
H -1.862 3.036 -0.889
C -6.065 3.105 -2.317
O -5.392 4.296 -1.924
H -6.903 2.949 -1.640
H -6.443 3.197 -3.338
H -5.390 2.246 -2.255
H -4.654 4.421 -2.529
C -3.923 3.007 4.272
O -3.028 2.703 3.209
H -3.890 4.079 4.448
H -4.944 2.718 4.005
H -3.623 2.485 5.184
H -3.068 1.752 3.064
C 2.226 -1.090 -4.324
O 2.403 -0.293 -3.156
H 3.068 -0.945 -4.996
H 2.173 -2.144 -4.040
H 1.302 -0.785 -4.822
H 1.642 -0.456 -2.591

SMILES ... CCCc1ccc2c(c1Br)C(=O)c1ccccc1C2=O.CO.CO.CO.CO.CO.CO.CO.CO
HOMO-LUMO gap ... 0.315 Eh
Highest occupied orbital energy ... -9.421 eV
Multiplicity ... 1



Record 6
A structure of composition C16H20Cl2I2N5O3Sn, computed with ωB97M-V/def2-TZVPD.

Element x y z (Å)
Sn 0.041 2.911 1.693
Cl 2.303 3.335 -3.843
C 2.670 2.271 -2.544
C 3.438 1.203 -2.769
C 3.863 0.180 -1.825
Cl 5.319 -0.611 -2.327
C 3.232 -0.191 -0.698
C 3.732 -1.222 0.187
C 3.073 -1.545 1.305
C 1.863 -0.811 1.640
N 1.322 0.084 0.912
C 1.895 0.416 -0.368
C 2.176 2.757 -1.223
O 1.961 3.906 -0.989
H 3.828 1.089 -3.772
H 4.666 -1.704 -0.063
H 3.450 -2.295 1.986
H 1.378 -0.988 2.600
N -0.846 1.701 -1.142
C -0.666 0.250 -1.127
C -1.595 -0.529 -2.064
C -3.014 -0.711 -1.507
C -3.259 -2.065 -0.845
N -2.600 -2.272 0.449
C -3.154 -2.030 1.629
N -2.586 -2.492 2.744
N -4.323 -1.390 1.706
C 0.801 -0.013 -1.453
O 1.137 -0.564 -2.462
O 1.993 1.852 -0.222
H -1.819 1.948 -0.996
H -0.582 2.088 -2.045
H -0.818 -0.057 -0.087
H -1.162 -1.503 -2.306
H -1.640 0.017 -3.008
H -3.739 -0.643 -2.319
H -3.249 0.097 -0.803
H -2.903 -2.861 -1.499
H -4.327 -2.234 -0.705
H -1.678 -2.675 0.449
H -1.697 -2.958 2.702
H -2.839 -2.096 3.634
H -4.604 -0.802 0.939
H -4.653 -1.094 2.611
I 0.510 4.213 4.408
C 1.382 2.487 3.405
H 1.249 1.654 4.089
H 2.435 2.733 3.292
I -1.962 1.167 2.634

HOMO-LUMO gap ... 0.246 Eh
Highest occupied orbital energy ... -10.568 eV
Multiplicity ... 1
Energy relative to the best compared isomer or geometry (same formula, charge and spin) ... 423.9 kJ/mol
Net charge ... +1



Record 7
A cluster of 2 separate species, C37H32NO2S in total in a non-equilibrium geometry, computed with ωB97M-V/def2-TZVPD.

Element x y z (Å)
C 4.346 1.437 -1.007
C 3.082 0.772 -1.600
C 2.041 0.434 -0.631
C 1.492 0.181 0.441
N 0.932 -0.204 1.606
C 0.865 0.756 2.714
C 0.552 2.127 2.196
C 1.512 3.127 2.348
C 1.256 4.410 1.854
C 0.027 4.689 1.242
C -0.947 3.684 1.127
C -0.686 2.398 1.617
S 1.447 -1.866 2.165
C 0.158 -2.051 3.368
C 0.532 -2.270 4.700
C -0.453 -2.409 5.669
C -1.804 -2.362 5.335
C -2.830 -2.590 6.404
C -2.164 -2.116 4.006
C -1.196 -1.977 3.014
O 1.249 -2.688 1.008
O 2.735 -1.738 2.795
H 5.043 1.700 -1.811
H 4.083 2.352 -0.462
H 4.862 0.750 -0.323
H 2.634 1.438 -2.355
H 3.387 -0.141 -2.138
H 0.099 0.432 3.427
H 1.837 0.774 3.225
H 2.450 2.869 2.846
H 2.016 5.185 1.963
H -0.175 5.691 0.861
H -1.915 3.894 0.669
H -1.428 1.597 1.554
H 1.585 -2.303 4.965
H -0.163 -2.566 6.708
H -3.838 -2.504 5.991
H -2.712 -3.587 6.847
H -2.710 -1.860 7.214
H -3.222 -2.048 3.751
H -1.486 -1.805 1.978
C -0.580 -0.507 -2.793
C -0.373 -1.846 -2.306
C 0.920 -2.409 -2.284
C 1.116 -3.709 -1.837
C 0.031 -4.490 -1.428
C -1.258 -3.943 -1.433
C -1.463 -2.636 -1.864
C -1.609 0.406 -2.357
C -1.555 1.576 -3.197
C -2.477 2.600 -3.055
C -3.454 2.490 -2.058
C -3.484 1.374 -1.205
C -2.558 0.335 -1.339
C -0.468 1.397 -4.143
C 0.132 0.112 -3.887
C 1.140 -0.353 -4.730
C 1.585 0.465 -5.773
C 1.008 1.725 -6.003
C -0.031 2.193 -5.188
H 1.771 -1.788 -2.568
H 2.128 -4.117 -1.816
H 0.196 -5.515 -1.092
H -2.106 -4.538 -1.093
H -2.468 -2.215 -1.896
H -2.417 3.454 -3.727
H -4.202 3.273 -1.939
H -4.249 1.314 -0.430
H -2.563 -0.521 -0.670
H 1.548 -1.348 -4.578
H 2.386 0.112 -6.421
H 1.374 2.338 -6.826
H -0.512 3.157 -5.344

HOMO-LUMO gap ... 0.184 Eh
Highest occupied orbital energy ... -10.606 eV
Multiplicity ... 1
Net charge ... +1



Record 8
A structure of composition C4AlBO8 in a non-equilibrium geometry, computed with ωB97M-V/def2-TZVPD.

Element x y z (Å)
Al 5.762 -4.421 -1.296
O -2.408 0.930 2.894
C -1.860 0.573 1.896
O -0.638 0.967 1.370
B -0.506 0.347 0.027
O -1.708 -0.478 -0.273
C -2.580 -0.293 0.769
O -3.739 -0.734 0.754
O 0.671 -0.544 0.140
C 1.614 -0.122 -0.711
O 2.667 -0.714 -0.905
C 1.123 1.226 -1.413
O -0.135 1.428 -0.942
O 1.735 1.835 -2.310

HOMO-LUMO gap ... 0.107 Eh
Highest occupied orbital energy ... -17.502 eV
Multiplicity ... 1
Energy relative to the best compared isomer or geometry (same formula, charge and spin) ... 160.3 kJ/mol
Net charge ... +2



How do the records compare in molar mass? In the order shown, they have 177.97; 593.46; 835.84; 118.16; 585.53; 773.79; 554.74; 213.83 g mol⁻¹.
How do the records compare in E? In the order shown, they have -451.72579; -2973.06152; -3257.00536; -696.86753; -4305.87817; -2851.07074; -2032.23531; -1020.88051 Ha.